[1]
Here is a structure of composition C40H43BrCaCl2N4O2Sb from the OMol25 dataset. Energies are from wB97M-V/def2-TZVPD.

Element x y z (Å)
Ca  0.3864  0.4246  0.1384
Cl  4.0372  -1.0504  -5.9216
C  3.3852  -1.1877  -4.3135
C  2.3924  -0.3036  -3.9156
C  1.8243  -0.3659  -2.6402
N  0.8541  0.5334  -2.1753
C  0.2091  1.3391  -3.0128
O  0.3105  1.4897  -4.2408
C  -0.8477  2.2018  -2.3414
C  -1.4459  3.2159  -3.0849
C  -2.4210  3.9935  -2.4900
C  -2.7751  3.7401  -1.1734
C  -2.1294  2.7096  -0.5068
N  -1.1990  1.9526  -1.0821
C  2.2985  -1.3628  -1.7356
C  3.3002  -2.2340  -2.1662
C  3.8367  -2.1523  -3.4402
Cl  5.0780  -3.2787  -3.9013
N  1.8534  -1.3430  -0.4195
C  1.9528  -2.4209  0.3542
O  2.2526  -3.5893  0.0739
C  1.6450  -2.1074  1.8099
C  1.4583  -3.1523  2.7084
C  1.2543  -2.8518  4.0433
C  1.2643  -1.5229  4.4407
C  1.4390  -0.5465  3.4703
N  1.6113  -0.8267  2.1832
H  2.0412  0.4407  -4.6074
H  -1.1298  3.3533  -4.1080
H  -2.9007  4.7915  -3.0438
H  -3.5274  4.3262  -0.6642
H  -2.3564  2.4745  0.5273
H  3.6564  -2.9986  -1.4967
H  1.4963  -4.1645  2.3323
H  1.0995  -3.6413  4.7687
H  1.1232  -1.2372  5.4742
H  1.4288  0.5071  3.7258
Br  -1.7213  -0.0194  2.4020
C  -1.3019  1.4558  3.5534
C  -1.9757  1.5141  4.7408
C  -1.7324  2.5906  5.6157
C  -0.8434  3.5611  5.2616
C  -0.1470  3.5044  4.0304
C  0.7578  4.5278  3.6727
C  1.4125  4.4584  2.4771
C  1.2052  3.3619  1.6123
C  0.3555  2.3023  1.8805
C  -0.3463  2.4199  3.1254
H  -2.6905  0.7458  5.0017
H  -2.2610  2.6399  6.5593
H  -0.6537  4.3995  5.9226
H  0.9136  5.3563  4.3544
H  2.1028  5.2447  2.1903
H  1.7754  3.3766  0.6832
C  -4.2007  -2.9502  1.1269
C  -4.6512  -2.1061  -0.0683
C  -5.2411  -0.8099  0.4973
C  -5.7492  -2.8536  -0.8153
Sb  -2.8601  -1.5408  -1.2652
C  -3.7141  -0.9734  -3.2250
C  -4.5365  -2.0106  -3.9861
C  -2.5401  -0.5700  -4.1226
C  -4.5654  0.2730  -2.9845
C  -1.8765  -3.4794  -1.6152
C  -1.1482  -3.7967  -0.3122
C  -2.7705  -4.6606  -1.9841
C  -0.8234  -3.2818  -2.7068
H  -5.0426  -3.0687  1.8183
H  -3.3871  -2.4766  1.6838
H  -3.8746  -3.9478  0.8338
H  -6.0856  -1.0524  1.1518
H  -5.6106  -0.1406  -0.2814
H  -4.5060  -0.2610  1.0879
H  -6.5065  -3.2028  -0.1037
H  -5.3747  -3.7220  -1.3588
H  -6.2566  -2.2019  -1.5278
H  -4.0122  -2.9597  -4.0835
H  -4.7157  -1.6380  -5.0010
H  -5.5074  -2.2046  -3.5369
H  -2.0151  -1.4366  -4.5216
H  -1.8035  0.0526  -3.6210
H  -2.9175  0.0028  -4.9765
H  -5.4418  0.0659  -2.3662
H  -4.9270  0.6538  -3.9467
H  -3.9866  1.0727  -2.5092
H  -1.8195  -3.9626  0.5302
H  -0.4669  -2.9878  -0.0547
H  -0.5279  -4.6882  -0.4382
H  -3.4976  -4.8884  -1.2029
H  -2.1510  -5.5531  -2.1232
H  -3.3165  -4.4968  -2.9129
H  -0.2386  -2.3702  -2.5663
H  -1.2671  -3.2545  -3.7030
H  -0.1169  -4.1169  -2.6783

Summary:
charge = -1
highest occupied orbital energy = -4.4965 eV
energy relative to the best compared isomer or geometry (same formula, charge and spin) = 0.00 kJ/mol
calculated total energy = -6332.01110 Eh
HOMO-LUMO gap = 0.248 hartree
lowest unoccupied orbital energy = 2.246 eV

[2]
Here is a structure of composition C40H43I2InN6O3S4 from the OMol25 dataset. Energies are from wB97M-V/def2-TZVPD.

Element x y z (Å)
In  0.0738  -0.0598  -0.0473
N  -1.5826  0.4380  -1.2458
S  -2.9528  0.9277  -1.3157
N  -3.4462  2.1153  -0.3098
S  -3.9984  2.1180  1.1303
N  -3.2882  1.3851  2.2883
S  -1.6609  1.3497  2.5154
N  -0.9127  0.3386  1.7788
C  -1.6055  1.0681  4.2585
C  -0.3684  0.6587  4.7414
C  -0.2247  0.4445  6.1025
C  -1.3056  0.6324  6.9544
C  -2.5370  1.0353  6.4544
C  -2.6950  1.2618  5.0954
C  -1.1531  3.0502  2.3242
C  -1.2148  3.9428  3.3885
C  -0.8537  5.2636  3.1743
C  -0.4332  5.6795  1.9165
C  -0.3781  4.7776  0.8637
C  -0.7467  3.4554  1.0611
C  -5.6496  1.4863  1.2348
C  -5.9897  0.5241  2.1717
C  -7.3040  0.0816  2.2145
C  -8.2439  0.5990  1.3352
C  -7.8855  1.5710  0.4075
C  -6.5806  2.0269  0.3559
C  -4.1836  3.8465  1.4695
C  -3.8692  4.8090  0.5255
C  -4.0710  6.1426  0.8556
C  -4.5814  6.4859  2.0983
C  -4.8944  5.5029  3.0318
C  -4.6964  4.1705  2.7213
C  -3.3169  1.7188  -2.8577
C  -4.4038  2.5707  -3.0096
C  -4.6429  3.1318  -4.2519
C  -3.8009  2.8423  -5.3205
C  -2.7174  1.9932  -5.1530
C  -2.4697  1.4215  -3.9130
C  -4.1640  -0.3670  -1.1361
C  -4.0606  -1.1331  0.0210
C  -4.9209  -2.2015  0.2034
C  -5.8720  -2.5003  -0.7667
C  -5.9653  -1.7289  -1.9141
C  -5.1073  -0.6525  -2.1094
H  0.4568  0.5021  4.0572
H  0.7298  0.1257  6.4975
H  -1.1887  0.4598  8.0156
H  -3.3755  1.1722  7.1232
H  -3.6471  1.5739  4.6915
H  -1.5261  3.6176  4.3721
H  -0.8880  5.9660  3.9962
H  -0.1431  6.7102  1.7609
H  -0.0483  5.0966  -0.1164
H  -0.7050  2.7609  0.2384
H  -5.2410  0.1309  2.8434
H  -7.5929  -0.6671  2.9393
H  -9.2674  0.2517  1.3777
H  -8.6261  1.9809  -0.2651
H  -6.2961  2.8046  -0.3408
H  -3.4705  4.5207  -0.4366
H  -3.8311  6.9123  0.1348
H  -4.7429  7.5271  2.3432
H  -5.2970  5.7769  3.9971
H  -4.9438  3.3945  3.4353
H  -5.0448  2.7941  -2.1700
H  -5.4820  3.7999  -4.3892
H  -3.9908  3.2875  -6.2877
H  -2.0622  1.7772  -5.9855
H  -1.6262  0.7648  -3.7522
H  -3.3344  -0.8719  0.7843
H  -4.8577  -2.7986  1.1039
H  -6.5403  -3.3389  -0.6253
H  -6.7013  -1.9668  -2.6699
H  -5.1735  -0.0628  -3.0130
N  1.4128  -0.8709  -1.6693
C  1.3362  -2.2805  -2.1263
C  -0.0606  -2.8685  -1.9834
C  -0.3416  -3.3651  -0.5720
N  -0.4749  -2.2572  0.4155
H  1.2080  -0.2324  -2.4368
H  2.3795  -0.6459  -1.4116
H  2.0314  -2.8541  -1.5142
H  1.6965  -2.3442  -3.1536
H  -0.1349  -3.7280  -2.6526
H  -0.8268  -2.1557  -2.3049
H  0.4850  -3.9997  -0.2516
H  -1.2433  -3.9786  -0.5518
H  -0.1272  -2.5384  1.3278
H  -1.4643  -2.0697  0.5585
I  4.2343  -2.5906  0.7560
I  6.3676  -1.1615  0.1104
C  2.9680  2.8535  1.1250
S  2.4697  1.4220  0.2403
O  3.5482  0.9809  -0.5996
O  1.2405  1.7942  -0.5467
O  1.9865  0.4063  1.2136
H  3.1911  3.6270  0.3940
H  3.8620  2.5976  1.6889
H  2.1583  3.1576  1.7848

Summary:
charge = +2
highest occupied orbital energy = -12.5584 eV
energy relative to the best compared isomer or geometry (same formula, charge and spin) = 56.39 kJ/mol
calculated total energy = -4481.98457 Eh
HOMO-LUMO gap = 0.281 hartree
lowest unoccupied orbital energy = -4.924 eV

Among the records above, which one has the highest lowest unoccupied orbital energy?
C40H43BrCaCl2N4O2Sb

What is the lowest unoccupied orbital energy in the first record?
2.246 eV

Which value of highest occupied orbital energy does entry 2 give?
-12.5584 eV

lowest unoccupied orbital energy of number 1 (C40H43BrCaCl2N4O2Sb)?
2.246 eV